# 1
The following is a DFT calculation (the ωB97M-V functional and the def2-TZVPD basis) of a molecular structure, C39H102IN8O15Sn.

```
166
Properties=species:S:1:pos:R:3:forces:R:3:lowdin_charge:R:1
Sn -1.38764 -0.72638 -1.08217 -0.06 0.08 -0.48 1.091
I 0.23386 -0.36881 1.22785 -0.39 0.08 -0.20 0.151
C -0.30747 -3.57609 5.92417 0.71 -0.14 -1.18 -0.122
O -1.70472 -3.75617 5.97869 -0.12 0.70 -0.14 -0.178
C -2.42548 -2.95091 5.06258 -1.21 -2.48 -1.49 -0.203
C -3.97168 -3.29014 5.17239 1.56 1.04 -1.48 -0.196
N -4.55176 -2.89710 6.38402 -1.35 -0.37 -0.89 -0.062
C -4.68109 -1.51766 6.67909 2.15 -0.13 -0.36 -0.231
C -5.12368 -1.37845 8.08063 -1.18 1.36 0.66 -0.259
O -4.25964 -1.93038 9.00068 1.77 -0.17 -1.20 -0.162
C -4.68706 -2.07964 10.28842 -0.95 0.08 1.41 -0.132
H 0.10753 -2.55785 6.08088 -0.81 -0.16 0.12 0.092
H 0.12709 -3.90326 4.93623 -0.54 0.15 0.65 0.097
H 0.09937 -4.21934 6.67922 0.27 -0.29 0.42 0.076
H -2.14404 -3.20076 4.00760 0.12 0.01 0.51 0.118
H -2.19965 -1.93162 5.17839 0.17 1.60 0.48 0.079
H -4.14069 -4.32996 4.97708 0.33 -0.90 0.35 0.110
H -4.50924 -2.86742 4.30640 0.28 0.55 0.19 0.111
H -4.18837 -3.45737 7.08488 0.77 -0.74 1.98 0.095
H -5.48142 -1.15406 6.08890 -0.82 0.81 -0.83 0.106
H -3.73465 -0.92944 6.40962 -0.99 -0.39 0.61 0.134
H -6.08355 -1.87870 8.14960 -0.51 -0.18 0.08 0.129
H -5.31092 -0.30044 8.25458 0.11 -0.17 0.33 0.128
H -3.92296 -2.64117 10.83100 -0.06 0.38 0.06 0.098
H -5.61447 -2.63851 10.36788 -0.34 -0.57 -0.27 0.084
H -4.96785 -1.13445 10.78627 0.65 0.06 -0.07 0.095
C -1.50532 6.37102 1.24413 1.28 0.06 -1.88 -0.140
O -1.79728 5.42590 2.17899 0.92 -1.52 1.70 -0.193
C -0.69865 4.49087 2.18420 -1.00 -0.53 0.39 -0.179
C -0.96904 3.51882 3.34418 0.37 1.32 0.33 -0.133
N -2.35744 3.05713 3.34341 -0.41 2.14 2.27 -0.045
C -2.74035 2.00299 4.28586 -0.21 -1.57 0.01 -0.144
C -4.25290 1.74711 4.13525 1.47 0.31 0.64 -0.218
O -4.98598 2.80612 4.65852 -0.88 1.15 -0.31 -0.187
C -5.06167 2.98296 6.07878 -1.05 -1.36 -0.85 -0.064
H -0.51097 6.77910 1.49434 -0.16 0.28 -0.48 0.090
H -2.21422 7.17130 1.29919 -0.58 0.30 -0.34 0.091
H -1.43295 5.83411 0.23070 -0.18 1.26 0.87 0.111
H 0.32340 4.98008 2.16212 -1.27 -0.43 0.70 0.127
H -0.79270 3.92098 1.27192 0.20 -0.22 -0.67 0.096
H -0.73455 4.06325 4.25767 -0.10 -0.06 0.37 0.128
H -0.32188 2.68478 3.31067 0.82 -1.00 -0.29 0.100
H -2.90297 3.90313 3.66883 0.47 -1.09 -0.67 0.170
H -2.53186 2.20123 5.35516 0.23 0.28 -0.52 0.124
H -2.25464 1.02562 4.05270 0.09 0.82 -0.10 0.129
H -4.48923 0.82981 4.63430 -0.24 -0.80 0.50 0.096
H -4.44132 1.61005 3.07653 -0.48 0.35 -0.17 0.106
H -5.34396 2.01346 6.53634 0.06 0.35 -0.01 0.087
H -5.88515 3.69784 6.25636 0.72 -0.21 -0.03 0.104
H -4.11727 3.27300 6.48837 0.52 0.55 0.39 0.069
C -4.19411 -2.52449 0.43669 1.10 0.19 0.54 -0.052
O -3.62107 -1.30390 -0.05684 -1.06 -0.11 -0.26 -0.376
C -4.49975 -0.19109 0.11868 -0.42 1.23 0.57 -0.184
C -4.23521 0.85806 -0.96185 0.60 0.41 1.65 -0.181
N -2.81991 1.20823 -0.99608 0.85 0.38 1.07 -0.234
C -2.46694 2.23037 -1.98111 1.06 -0.18 -0.42 -0.167
C -0.98438 2.55572 -1.68817 0.54 1.35 0.40 -0.209
O -0.20320 1.54491 -2.31598 -0.11 -1.19 -0.13 -0.312
C 1.23551 1.47438 -2.11786 -0.42 0.21 -0.19 -0.061
H -3.89568 -2.67090 1.47772 0.21 -0.15 -0.05 0.099
H -3.86356 -3.33109 -0.19433 0.07 -0.24 -0.10 0.076
H -5.25159 -2.49196 0.43627 -1.15 0.20 -0.28 0.080
H -4.28497 0.25804 1.13071 -0.45 -0.37 -0.87 0.133
H -5.59071 -0.45899 0.02077 1.13 -0.10 0.32 0.147
H -4.78148 1.78133 -0.72437 -0.29 -0.47 -0.13 0.110
H -4.51997 0.47805 -1.90250 -0.43 -0.42 -1.29 0.116
H -2.57249 1.71251 -0.09932 -0.91 -0.71 -0.35 0.083
H -3.10061 3.13111 -1.88115 0.25 -0.42 -0.13 0.120
H -2.54589 1.78520 -2.99511 -0.02 0.53 0.38 0.138
H -0.81960 2.63282 -0.56392 -0.11 -0.52 -1.04 0.122
H -0.65589 3.56464 -2.02810 -0.38 -0.63 -0.17 0.119
H 1.38434 1.18009 -1.06553 0.50 0.56 -0.34 0.024
H 1.66400 2.44871 -2.43893 -0.05 -0.61 0.70 0.072
H 1.68182 0.68205 -2.77769 -0.78 0.63 0.55 0.092
C 4.33286 0.08351 -1.15239 0.44 1.19 0.47 -0.131
O 4.01346 -0.46558 -2.40987 0.63 0.98 0.18 -0.218
C 5.14335 -0.31276 -3.26736 -1.53 -1.07 -1.01 -0.205
C 5.00190 -1.45854 -4.26866 0.60 1.69 -1.25 -0.247
N 5.06565 -2.71178 -3.63362 -2.41 -1.33 2.17 -0.073
C 5.06304 -3.85748 -4.51110 0.48 -1.81 1.01 -0.201
C 4.57615 -5.13047 -3.75237 1.30 0.14 -0.77 -0.220
O 3.17141 -5.18146 -3.61577 0.05 -0.33 -0.26 -0.209
C 2.72392 -6.49950 -3.32905 -2.40 0.57 0.11 -0.104
H 4.72607 1.17331 -1.15593 -0.59 -1.50 -0.45 0.114
H 5.13732 -0.52522 -0.70031 -0.42 0.18 0.14 0.085
H 3.41433 0.09394 -0.57359 0.10 -0.19 0.41 0.053
H 6.06240 -0.50066 -2.72617 0.30 0.23 0.31 0.112
H 5.11985 0.67851 -3.75405 0.24 -0.36 0.26 0.117
H 5.90995 -1.38204 -4.85650 0.17 0.05 -0.70 0.120
H 4.13317 -1.31183 -4.97004 0.44 -0.05 0.57 0.124
H 4.20258 -2.82109 -3.02580 1.42 0.42 -0.73 0.123
H 6.11236 -4.08940 -4.76569 -0.43 0.17 -0.45 0.127
H 4.42778 -3.78022 -5.36964 -0.27 0.41 -0.95 0.107
H 5.14621 -5.08794 -2.81364 -0.53 -0.30 0.37 0.126
H 4.88758 -6.06760 -4.27673 0.07 0.83 0.11 0.124
H 3.28641 -7.29429 -3.76509 1.07 -0.34 -0.25 0.069
H 1.69352 -6.67709 -3.81852 1.26 0.64 1.01 0.097
H 2.66485 -6.61015 -2.23332 -0.11 -0.32 -0.39 0.098
C 1.72488 5.66999 -0.28611 -0.28 0.15 -1.58 -0.060
O 0.89563 5.30002 -1.41675 0.57 0.34 0.27 -0.224
C 1.32163 5.81874 -2.66548 -0.15 1.39 -0.31 -0.234
C 2.22753 4.92924 -3.44686 0.08 -1.32 -0.05 -0.256
N 3.55707 4.63220 -2.90677 0.17 1.49 -1.79 -0.027
C 4.44158 4.17733 -4.02607 -1.29 -1.55 0.63 -0.185
C 5.86847 4.06843 -3.58793 1.29 0.19 -1.11 -0.269
O 6.07360 2.87918 -2.88327 0.45 -1.10 0.50 -0.242
C 7.47657 2.58175 -2.64658 -1.05 1.58 -0.50 -0.059
H 1.19842 5.26396 0.56047 -0.01 0.46 0.30 0.038
H 1.87916 6.76237 -0.33932 -0.29 -0.33 0.63 0.101
H 2.70603 5.21588 -0.32513 0.32 -0.27 -0.20 0.074
H 1.82767 6.86427 -2.60942 -0.93 -1.51 0.35 0.153
H 0.41545 5.90831 -3.32760 0.56 0.17 0.85 0.135
H 2.29191 5.40367 -4.40025 0.48 0.52 -0.82 0.105
H 1.71945 3.97456 -3.68928 -0.20 0.25 0.13 0.110
H 3.41937 3.85401 -2.32228 0.19 -1.09 1.17 0.067
H 4.32484 4.84662 -4.89281 0.09 -0.22 0.43 0.124
H 4.10136 3.10769 -4.29806 0.53 1.44 -0.21 0.143
H 6.15249 4.94080 -2.99189 0.00 0.11 0.04 0.127
H 6.55157 4.01877 -4.48388 -0.65 0.37 0.47 0.130
H 7.62986 1.51175 -2.68848 -0.11 -0.18 0.31 0.070
H 7.71697 3.04546 -1.66941 0.42 -0.46 -0.54 0.096
H 8.04474 3.04642 -3.48685 -0.01 -0.29 0.77 0.091
C -1.53257 -4.63242 -0.44982 0.99 -1.41 0.35 -0.103
O -1.84911 -4.93326 -1.80108 -0.21 0.85 0.47 -0.187
C -1.11117 -5.97201 -2.38137 0.06 -1.39 -0.28 -0.240
C -1.37417 -5.96729 -3.90109 2.97 1.30 0.33 -0.139
N -0.60585 -4.73785 -4.46595 -2.56 -1.59 -0.12 -0.045
C -1.17525 -4.26632 -5.77850 0.69 0.61 -0.53 -0.180
C -0.24340 -3.11661 -6.19564 0.05 0.36 0.87 -0.210
O -0.34604 -2.17171 -5.09586 1.08 -0.17 -1.16 -0.237
C 0.63139 -1.12042 -5.20393 -1.50 0.11 0.52 -0.081
H -0.44250 -4.46300 -0.23215 -0.75 -0.40 -0.51 0.106
H -1.92648 -5.43728 0.18497 0.43 -0.20 0.07 0.100
H -2.02806 -3.77604 -0.05591 -0.42 0.92 -0.53 0.024
H -1.34915 -7.01023 -1.95781 0.02 1.30 -0.27 0.145
H -0.03077 -5.81491 -2.20692 -0.20 -0.02 -0.05 0.101
H -2.40552 -5.94452 -4.12771 -1.16 0.58 -0.17 0.098
H -1.00145 -6.88892 -4.36298 0.13 -0.02 0.18 0.108
H 0.40255 -4.94039 -4.45283 -0.62 0.06 -0.64 0.095
H -2.14017 -3.72193 -5.66591 0.33 -0.87 0.58 0.124
H -1.33927 -5.02953 -6.62224 0.57 0.76 1.29 0.136
H -0.42488 -2.59646 -7.14734 -0.50 -0.32 0.12 0.124
H 0.77835 -3.48655 -6.26165 0.39 -0.08 0.09 0.109
H 0.44180 -0.49671 -4.31746 0.42 -0.26 -0.12 0.070
H 0.33718 -0.48798 -6.04751 0.56 -0.07 -0.28 0.091
H 1.67637 -1.46922 -5.24044 -0.38 0.02 -0.10 0.082
C -3.96219 3.89323 0.57301 -0.69 -0.21 -0.50 -0.166
O -3.23641 2.80308 1.12686 -0.63 0.67 -1.01 -0.230
H -4.90508 3.55797 0.08220 0.65 -0.23 -0.09 0.073
H -4.40821 4.58805 1.28061 0.60 0.18 0.65 0.081
H -3.40001 4.48499 -0.18503 -0.11 -0.35 0.54 0.074
H -2.82275 2.96098 2.12461 -0.45 -0.21 -0.84 -0.010
C 1.35768 -2.79699 -2.09323 -0.07 1.86 -0.99 -0.117
O -0.01965 -2.51075 -2.35644 0.58 0.11 0.87 -0.355
H 1.49029 -3.74535 -1.64907 0.17 -1.14 0.64 0.057
H 1.91374 -2.76501 -3.04906 -0.03 -0.02 0.47 0.077
H 1.72777 -1.98547 -1.42495 -0.13 -0.66 -0.43 0.070
H -0.37800 -3.14384 -2.99145 -0.19 -0.36 -0.60 0.040
C 4.46100 1.63321 1.98943 -1.37 0.15 -0.61 -0.688
O 3.24412 1.51175 1.83865 0.79 -0.58 0.17 -0.040
N 5.40504 0.67401 1.80843 1.25 -0.08 0.36 0.159
N 4.98758 2.84570 2.24057 1.64 -0.52 -0.06 0.163
H 6.34053 0.85692 2.17718 -0.66 -0.22 -0.29 0.112
H 5.15575 -0.28628 1.77941 -0.47 -0.48 -0.03 0.098
H 4.33969 3.53487 2.45242 -0.90 1.49 0.43 0.080
H 5.97524 2.95658 2.40278 -0.29 0.33 0.08 0.104
```
Positions in Å, forces in eV/Å.

Calculated values
- Strongest force on any atom: 0.0682 Eh/bohr
- LUMO: -0.05476 hartree
- Frontier orbital gap: 8.472 eV
- Electronic energy: -3625.28125 a.u.
- Charge: +1
- M: 1168.90 g mol⁻¹

# 2
The following is a DFT calculation (the ωB97M-V functional and the def2-TZVPD basis) of C3H3Cl2F in the gas phase.

```
9
Properties=species:S:1:pos:R:3:forces:R:3:nbo_charge:R:1
F 2.51053 0.91790 -0.08650 -2.97 1.17 -0.22 -0.324
C 1.09230 0.87900 -0.06824 1.54 0.78 1.07 0.384
Cl 0.00895 2.38810 -0.14938 2.43 -1.58 -0.17 -0.033
C 0.53920 -0.25406 0.29478 -3.40 -0.55 -2.56 -0.314
C -1.10097 -0.41216 0.02227 2.04 -0.02 1.47 -0.384
Cl -0.94379 -2.16880 -0.81344 -1.23 1.98 0.64 -0.125
H 0.97873 -1.27272 0.28264 0.26 1.29 0.50 0.264
H -1.37210 -0.57784 1.16703 -0.70 0.23 -2.85 0.244
H -1.71286 0.50058 -0.64915 2.03 -3.30 2.13 0.287
```
Positions in Å, forces in eV/Å.

Calculated values
- Strongest force on any atom: 0.0860 Eh/bohr
- LUMO: 0.00511 hartree
- Frontier orbital gap: 10.419 eV
- Electronic energy: -1136.24238 a.u.
- SMILES: F/C(Cl)=C/CCl
- Relative energy (zero: lowest compared OMol25 entry of this formula, charge and spin): 59.6 kcal per mole
- M: 128.96 g mol⁻¹

# 3
The following is a DFT calculation (the ωB97M-V functional and the def2-TZVPD basis) of 2 unconnected molecules or ions with the total composition C5H8O3.

```
16
Properties=species:S:1:pos:R:3:forces:R:3:nbo_charge:R:1
C -1.07291 1.53915 -0.66325 -2.26 1.12 0.08 -0.641
C -0.84914 0.35326 0.30183 0.25 2.30 0.37 -0.012
C 0.16209 -0.59924 -0.32312 -3.02 -2.90 -1.23 0.260
C -0.18124 -1.75831 -0.96246 1.52 0.73 -0.05 -0.443
C 2.25927 -0.39385 0.67725 -1.23 -5.94 1.97 0.621
H -0.17718 2.24459 -0.53537 -1.25 -1.03 -0.93 0.238
H -2.04985 2.14603 -0.24863 2.48 -1.32 -1.07 0.212
H -1.38239 1.12944 -1.73677 1.14 1.21 2.17 0.232
H -1.96395 0.04618 0.59983 2.84 -0.42 -0.70 0.213
H -0.73956 -0.10261 2.31278 3.03 4.32 -2.54 0.455
H -1.25453 -2.27858 -1.16639 3.05 1.59 0.75 0.248
H 0.86124 -2.10964 -1.32476 -2.43 -0.63 -0.02 0.235
H 2.99127 0.64885 0.78079 -1.60 -3.68 0.47 0.209
O -0.11733 0.96482 1.47600 -4.28 -5.39 2.49 -0.684
O 1.50165 -0.16486 -0.39165 -1.17 1.50 0.00 -0.530
O 2.01258 -1.66521 1.20392 2.93 8.54 -1.75 -0.613
```
Positions in Å, forces in eV/Å.

Calculated values
- Strongest force on any atom: 0.1789 Eh/bohr
- LUMO: -0.02031 hartree
- Frontier orbital gap: 9.136 eV
- Electronic energy: -420.75773 a.u.
- Relative energy (zero: lowest compared OMol25 entry of this formula, charge and spin): 187.2 kcal per mole
- M: 116.12 g mol⁻¹